Computed, not measured: an isolated molecule of C20H27N3O4, with wB97M-V/def2-TZVPD.

Geometry as XYZ:
```
54
C20H27N3O4, DFT wB97M-V/def2-TZVPD
O -2.1528 1.0681 -1.6225
O 2.2243 -0.7536 -1.7553
O 0.5768 0.8430 1.4834
O -3.5980 2.4306 -0.0690
N -0.7288 2.0650 2.8550
N 0.0707 -0.2660 -2.1706
N -0.1564 0.3174 -0.9336
C 2.2859 -2.4284 -4.0942
C 0.3285 1.8841 3.8415
C -1.2942 0.9807 -0.7195
C -4.0327 3.6338 2.3700
C 1.7072 -3.6773 -3.4337
C 0.9049 -6.7258 -3.4566
C 2.1586 -6.1187 -2.8370
C 2.6503 -4.8704 -3.5701
C 1.4815 2.8723 3.6434
C -2.8595 2.9104 2.1217
C -2.1094 3.4106 4.3505
C -1.8695 2.7838 3.1185
C 1.0930 4.3257 3.8816
C -4.2427 4.2337 3.5859
C 1.2918 -0.7378 -2.5279
C -2.6520 2.2925 0.8402
C -0.4770 1.4608 1.6332
C 1.3460 -1.2300 -3.9629
C -1.4845 1.5894 0.6060
C -3.2696 4.1160 4.5745
H 1.9628 -5.8670 -1.7924
H 0.7829 4.4827 4.9126
H 0.6459 -7.6538 -2.9516
H 0.5709 0.2461 -0.2123
H 2.7871 -5.1051 -4.6288
H 0.7445 -3.9119 -3.8927
H 1.7220 -0.4033 -4.5717
H 1.5373 -3.4729 -2.3747
H -4.7593 3.7021 1.5760
H -3.2812 1.9397 -0.8924
H 0.7188 0.8731 3.6938
H -3.4211 4.5868 5.5344
H -5.1462 4.7912 3.7757
H 1.8582 2.7532 2.6267
H -0.7124 -0.1376 -2.8019
H 2.9549 -6.8668 -2.8525
H 1.9442 4.9727 3.6838
H 0.0592 -6.0485 -3.3714
H 0.2791 4.6264 3.2253
H -1.3853 3.3605 5.1451
H 2.2830 2.5914 4.3288
H 3.2342 -2.1747 -3.6178
H 0.3452 -1.4863 -4.3134
H 1.0684 -6.9436 -4.5101
H -0.0853 1.9519 4.8455
H 3.6252 -4.5890 -3.1654
H 2.4745 -2.6274 -5.1513
```

Its SMILES is CCCCCCC(=O)NNC(=O)c1c(O)c2ccccc2n(CCC)c1=O. The calculation puts the lowest unoccupied orbital energy at -0.07 eV. The gap between HOMO and LUMO comes out at 8.612 eV.

Computed, not measured: a structure of composition C42H38GaO6P2, with wB97M-V/def2-TZVPD.

Geometry as XYZ:
```
89
C42H38GaO6P2, DFT wB97M-V/def2-TZVPD
Ga 0.2850 -0.7320 -0.3860
P -1.5149 0.6631 -1.2487
P 1.4407 0.2309 1.6603
O -1.9923 -3.6625 1.0441
O 0.0601 2.4742 0.2117
O -0.5639 -2.4839 -1.9466
O 2.2506 -0.3622 -2.4365
O 2.6156 -2.1518 -1.1391
O -0.7058 -1.9060 0.6417
C -0.8716 -3.6057 -1.0820
C -0.0525 1.5227 -4.9256
C -0.1634 -2.1138 4.5581
C -0.3676 0.1574 5.3262
C -1.0966 3.5345 -4.1117
C -4.6178 -1.9272 -0.8532
C 4.0043 0.1373 0.6765
C -4.5276 -1.3286 -3.1831
C -0.5730 -1.1990 5.5205
C -2.9959 3.6036 1.9247
C 5.3176 -0.2889 0.6033
C -1.9919 -4.4270 -1.6858
C -1.4315 2.8895 -2.9314
C -3.5223 2.0008 0.2214
C 3.1486 -0.3925 1.6434
C -3.4349 -0.5066 -2.9345
C -1.6392 3.4887 1.6469
C 1.7472 2.0148 1.8205
C 0.6680 -0.3048 3.2036
C 0.4485 -1.6704 3.4000
C -1.2401 2.6308 0.6370
C -3.9383 2.8823 1.2073
C 0.3991 -4.4284 -0.9219
C -0.4113 2.8514 -5.1069
C 3.0830 3.8201 2.7070
C 1.9376 -1.1989 -1.4268
C 5.7831 -1.2557 1.4868
C 1.4155 4.2827 1.0307
C 2.7597 2.4761 2.6658
C -0.3764 0.8750 -3.7448
C 1.0796 2.9392 1.0318
C -2.1680 1.8506 -0.0565
C -5.1198 -2.0323 -2.1456
C -2.9325 -0.3968 -1.6406
C 4.9362 -1.7815 2.4479
C -1.2600 -3.0592 0.3013
C -1.0728 1.5570 -2.7483
C 2.4215 4.7208 1.8755
C -3.5260 -1.1159 -0.5984
C 3.4410 -0.7183 -3.1710
C 0.2532 0.6074 4.1693
C 3.6184 -1.3498 2.5323
H 2.6921 5.7680 1.8871
H -2.8800 -3.8147 -1.8578
H -1.3736 4.5700 -4.2561
H 0.8855 4.9644 0.3783
H 3.3085 -1.6830 -3.6564
H -0.1531 3.3582 -6.0272
H -4.2518 1.4181 -0.3242
H -0.3380 -3.1710 4.7032
H -1.6628 -4.8558 -2.6327
H 1.2158 -3.8349 -0.5120
H 3.8635 4.1660 3.3705
H -1.0595 -1.5474 6.4219
H -2.2711 -5.2271 -1.0045
H -0.6895 0.8691 6.0746
H 2.9696 -1.7550 3.2968
H -5.9719 -2.6692 -2.3429
H 0.1975 -5.2702 -0.2602
H 5.2999 -2.5269 3.1424
H -4.9174 -1.4111 -4.1887
H -0.9166 4.0680 2.2029
H 5.9817 0.1328 -0.1398
H 3.5757 0.0703 -3.9047
H 0.4112 1.6681 4.0218
H -4.9917 2.9942 1.4219
H -2.9839 0.0512 -3.7454
H -3.1340 -1.0451 0.4090
H -0.0766 -0.1547 -3.5946
H -1.3813 -2.2468 -2.4041
H 6.8090 -1.5934 1.4263
H 0.7441 -2.3842 2.6426
H 0.7128 -4.8083 -1.8944
H -3.3147 4.2764 2.7096
H -1.9727 3.4179 -2.1564
H 4.2949 -0.7753 -2.4985
H 0.4854 0.9945 -5.7014
H 3.6464 0.8968 -0.0117
H -5.0649 -2.4883 -0.0438
H 3.3048 1.7677 3.2776
```

Its net charge is +1. The calculation puts the lowest unoccupied orbital energy at -2.13 eV. The gap between HOMO and LUMO comes out at 9.094 eV.

Computed, not measured: a cluster of 2 separate species, C2H11N3 in total, with wB97M-V/def2-TZVPD.

Geometry as XYZ:
```
16
C2H11N3, DFT wB97M-V/def2-TZVPD
N 1.9701 -1.0892 -0.4340
N 0.7247 0.5301 1.0359
N -2.0134 -0.4974 0.0172
C -2.0908 0.8434 -0.5577
C 1.7586 0.2775 0.0246
H 1.7818 -1.1613 -1.4232
H -2.8890 -0.7479 0.4576
H 1.2716 -1.6837 0.0010
H -1.7045 -1.2328 -0.5909
H 0.9434 0.2304 1.9832
H 1.4327 0.9822 -0.7432
H -1.1112 1.2148 -0.8591
H -0.1500 0.0269 0.8889
H 2.6615 0.6692 0.4937
H -2.7968 0.9163 -1.3853
H -2.3835 1.5100 0.2530
```

Its SMILES is NCN.CN. The calculation puts the lowest unoccupied orbital energy at 0.97 eV. The gap between HOMO and LUMO comes out at 9.756 eV.

Computed, not measured: a structure of composition C15H27HfN2O4P2, with wB97M-V/def2-TZVPD.

Geometry as XYZ:
```
51
C15H27HfN2O4P2, DFT wB97M-V/def2-TZVPD
Hf 0.0000 0.0000 0.0000
P -2.2557 0.4273 -0.3916
P 2.2514 -0.4171 -0.3344
O -2.0471 -2.1625 -4.3330
O -0.1859 -4.1036 -1.8178
O -0.6609 0.2184 3.1998
O 0.4229 3.4428 0.3339
N 0.2493 1.0670 -1.8897
N -0.1232 1.6264 1.5376
C -0.3983 2.5535 3.6930
C 0.5151 2.4923 -4.2645
C -2.1200 0.8172 -2.1521
C -0.8411 1.3467 -2.6427
C -0.0470 3.6779 2.6926
C -0.7468 2.0656 -3.8358
C -0.4218 1.3517 2.8128
C 1.4745 1.4606 -2.3183
C -3.0286 1.8924 0.3858
C 0.1178 2.9332 1.3983
C 2.6501 1.0880 -1.4193
C 1.6458 2.1850 -3.5003
C -3.4155 -0.9797 -0.2352
C 2.7917 -1.8191 -1.4710
C 3.6228 -0.3494 0.9515
H 2.7098 -2.7767 -0.9556
H -0.2769 -1.4165 0.4665
H -3.9987 2.1047 -0.0618
H -0.8794 4.4077 2.6049
H -3.0284 1.0826 -2.6724
H -3.6246 -1.1795 0.8154
H 3.5456 0.8909 -2.0088
H -2.2683 -1.2154 -4.0168
H 2.8629 1.9360 -0.7680
H 2.1646 -1.8460 -2.3628
H 0.3964 2.4213 4.4594
H -2.7186 -2.4323 -5.0266
H 0.5634 -3.4855 -1.5769
H -2.3929 2.7690 0.2642
H 0.8972 4.1857 2.9855
H 0.6167 3.0489 -5.1848
H -3.1706 1.7244 1.4530
H 2.6286 2.5003 -3.8191
H -4.3593 -0.7649 -0.7351
H -1.6267 2.2823 -4.4226
H -2.9922 -1.8862 -0.6669
H 4.5971 -0.2694 0.4695
H 3.8273 -1.6815 -1.7820
H -1.3883 2.7123 4.1703
H 3.6078 -1.2520 1.5625
H 3.4807 0.5140 1.6023
H -0.7074 -3.6583 -2.5951
```

Its net charge is +3. The calculation puts the lowest unoccupied orbital energy (alpha / beta) at -14.48 / -14.48 eV. The gap between HOMO and LUMO (alpha / beta) comes out at 3.925 / 3.924 eV.

Computed, not measured: a structure of composition C17H40CuF8N2O23S9, with wB97M-V/def2-TZVPD.

Geometry as XYZ:
```
100
C17H40CuF8N2O23S9, DFT wB97M-V/def2-TZVPD
Cu -2.9161 -1.1289 2.1429
S 0.5921 2.2824 6.0966
S 1.7507 0.3391 7.6419
S 2.4549 0.5567 -3.4922
S -0.2543 0.9018 1.7488
S 4.3772 0.0797 1.7672
S -0.1504 -0.7763 0.2785
S -4.5112 1.8056 1.0341
S -2.4518 -4.6109 0.8994
S -2.9158 0.6603 -3.8911
F 1.5172 2.9433 3.7462
F 2.3374 4.1877 5.3320
F -1.2515 1.6657 2.7905
F -0.9862 0.1837 7.7849
F 3.0716 2.0377 5.1592
F -0.1314 0.6223 9.5020
F -1.0703 -1.9125 -0.3482
F 0.0307 -1.4882 8.8837
O -3.9432 0.6661 1.7776
O 5.5160 -0.5947 0.7300
O -1.1353 -5.0410 1.3526
O 5.0792 0.9915 2.6783
O -1.9020 1.6771 -3.7953
O -0.2285 1.2964 5.4331
O 4.1766 0.5803 -3.3156
O 2.7887 -0.0212 8.6115
O -2.4571 -4.7232 -0.7347
O -0.1544 3.4940 6.4580
O -4.1039 3.2072 1.8228
O -0.1408 1.9695 0.7735
O 0.9655 -1.6213 0.8067
O 1.8708 -0.3206 6.2703
O -0.0398 -0.0672 -0.9782
O -4.1700 0.6472 -3.0881
O 1.9518 -0.6705 -2.9387
O -3.0057 -3.2779 1.3800
O 0.8235 0.4613 2.6596
O 2.0451 0.9380 -4.9156
O -3.3520 0.4318 -5.4990
O -5.9033 1.7736 0.6505
O 3.2625 0.5645 0.9442
N -1.2791 -0.2070 1.4289
N 1.5099 1.8661 7.5730
C 4.9744 0.8166 -4.4632
C 6.0644 0.1639 -0.3504
C 3.8588 -1.3913 2.7712
C -5.8055 4.9228 1.3075
C -4.3760 4.4394 1.1895
C -2.0615 -0.9958 -3.6191
C 0.0848 -0.1677 8.4673
C -3.6317 -5.9433 1.4472
C 5.1055 2.2979 -5.0000
C -0.1895 -4.8309 -1.7011
C -3.3623 2.0430 -0.4787
C 1.9706 1.8245 -2.2060
C -1.5589 -5.5429 -1.4127
C -4.1110 -0.6345 -7.3978
C 7.4244 -0.3006 -0.7516
C 1.9948 2.8777 5.0019
C -4.2459 -0.5636 -5.8488
H -5.3056 -0.3461 -5.7160
H 5.3577 -0.0873 -1.1414
H 5.9809 0.6237 -4.0920
H 0.4158 -4.5905 -0.8271
H 2.7728 -1.3493 2.8544
H -5.8704 5.1095 2.3794
H 4.4507 -1.2722 3.6787
H -2.8588 -1.7314 -3.5138
H -3.9781 0.3154 -7.9156
H 7.3732 -1.2698 -1.2478
H -3.2783 1.0156 -0.8330
H -3.9745 -1.4758 -5.3175
H 0.4189 -5.5887 -2.1949
H 4.1575 2.7401 -5.3064
H -3.7116 5.2378 1.5198
H -1.3167 -6.4920 -0.9346
H 5.9218 2.6766 -5.6151
H 7.9539 0.5134 -1.2468
H 2.2817 1.5420 -1.2002
H -1.4119 -0.8828 -2.7512
H -0.4206 -4.0231 -2.3955
H 6.0192 1.2120 -0.0546
H -2.4437 2.2931 0.0522
H -3.1190 -6.7910 1.9018
H -5.0549 -1.0519 -7.7483
H 4.7080 0.0649 -5.2063
H -2.0989 -5.7759 -2.3304
H -5.9031 5.9054 0.8458
H 0.8889 1.9286 -2.2909
H -3.3480 -1.3504 -7.7032
H -1.3537 -1.1574 -4.4322
H 4.0754 -2.1557 2.0249
H 5.2229 2.7390 -4.0102
H -4.1118 4.4264 0.1321
H -6.5829 4.2031 1.0511
H -3.8274 2.7896 -1.1224
H -4.1749 -5.3993 2.2198
H -4.1898 -6.2206 0.5529
H 8.0739 -0.5055 0.0994
H 2.4587 2.7961 -2.2819
```

As for the multiplicity: 2. The calculation puts the lowest unoccupied orbital energy (alpha / beta) at -0.89 / -5.53 eV. The gap between HOMO and LUMO (alpha / beta) comes out at 9.156 / 4.518 eV.

Computed, not measured: a cluster of 2 separate species, C3H13N2 in total, with wB97M-V/def2-TZVPD.

Geometry as XYZ:
```
18
C3H13N2, DFT wB97M-V/def2-TZVPD
N 1.5947 -0.6484 0.9398
N -1.0429 -0.1723 -0.0704
C -1.0596 -0.3648 -1.5456
C 2.3827 0.3925 0.2424
C -2.0122 0.8545 0.4202
H -0.0800 0.0961 0.2113
H 1.8567 -1.5910 0.6511
H -2.9779 0.3857 0.5448
H -1.0846 -1.0674 0.4193
H 1.7305 1.1698 -0.1715
H 1.7740 -0.5936 1.9349
H -1.6583 1.2383 1.3662
H -0.4274 -1.2027 -1.8153
H 3.0616 0.8811 0.9250
H -2.0684 -0.5328 -1.9054
H 2.9801 -0.0001 -0.5672
H -0.6710 0.5376 -2.0187
H -2.0989 1.5996 -0.3573
```

Its net charge is +1. The calculation puts the lowest unoccupied orbital energy at -3.02 eV. The gap between HOMO and LUMO comes out at 11.041 eV.

Computed, not measured: an isolated molecule of C2H6N4O2, with wB97M-V/def2-TZVPD.

Geometry as XYZ:
```
14
C2H6N4O2, DFT wB97M-V/def2-TZVPD
O -0.2272 3.0820 -1.9542
O 1.1789 0.5761 0.0272
N -1.6171 -1.7149 1.6264
N 1.2300 -0.7450 -0.3875
N -0.6791 -0.9794 0.7943
N 0.4226 2.5495 -0.7929
C 0.3171 -1.5625 0.3450
C 0.5620 1.2884 -0.9128
H 0.4970 -2.6466 0.3272
H -0.7281 4.0202 -1.4094
H -1.1717 -2.4371 2.2447
H -2.1084 -0.9962 2.1497
H 0.1226 0.6784 -1.7387
H 2.2014 -1.1128 -0.3189
```

Its SMILES is N/N=C/NO/C=N/O. The calculation puts the lowest unoccupied orbital energy at 0.86 eV. The gap between HOMO and LUMO comes out at 9.681 eV.

Computed, not measured: a structure of composition C22H55BrF6FeN6O9S2, with wB97M-V/def2-TZVPD.

Geometry as XYZ:
```
102
C22H55BrF6FeN6O9S2, DFT wB97M-V/def2-TZVPD
Br 13.7429 -30.0670 -16.9697
Fe 11.4756 -29.4514 -16.1791
S 9.1204 -31.7797 -17.0052
S 8.3871 -29.6494 -15.9272
F 8.0959 -28.7453 -18.5399
F 6.5623 -28.1741 -16.9312
F 9.7038 -34.0298 -18.1866
F 11.4655 -33.0415 -17.2421
F 10.6438 -32.2141 -19.0575
F 8.3260 -27.1545 -17.0426
O 18.8557 -25.8646 -17.5432
O 9.6042 -30.6626 -11.6466
O 12.1941 -25.5258 -10.6809
O 11.0422 -27.9768 -17.7834
O 7.9900 -31.6592 -17.9465
O 7.1756 -30.3496 -15.5556
O 16.6508 -25.9025 -11.0777
O 9.0998 -28.8163 -14.8682
O 8.8050 -32.5105 -15.7768
N 14.2709 -27.0473 -13.7372
N 11.4008 -30.0495 -13.8892
N 10.8255 -27.4361 -12.3179
N 11.6864 -27.6016 -15.1607
N 9.8502 -30.4021 -16.6380
N 16.0983 -27.7427 -15.8751
C 11.7131 -26.7462 -17.3546
C 10.6666 -31.6025 -11.9921
C 16.1789 -26.2308 -12.3778
C 10.7298 -25.5680 -10.7243
C 8.2745 -30.9093 -12.1830
C 11.3790 -26.4558 -15.8773
C 15.9468 -26.6029 -17.8421
C 19.0974 -24.5184 -17.3676
C 16.9269 -27.3883 -17.0202
C 7.8168 -28.3451 -17.2595
C 10.1189 -26.1726 -12.0397
C 14.8614 -28.4706 -11.9356
C 10.3704 -32.8629 -17.9317
C 8.5967 -26.3950 -12.2470
C 11.0629 -31.4471 -13.4899
C 12.7773 -24.9933 -9.5307
C 18.1286 -26.5499 -16.5490
C 18.0184 -26.3147 -10.8585
C 12.2795 -25.3303 -15.4238
C 14.7703 -27.0626 -12.3663
C 10.8585 -28.0394 -19.2224
C 12.2590 -32.3336 -13.8296
H 16.7062 -26.9142 -13.0435
H 13.0996 -32.1516 -13.1600
H 16.4605 -26.0205 -18.6069
H 10.3579 -25.9549 -9.7756
H 7.7287 -31.6884 -11.6508
H 19.8715 -24.3735 -18.1212
H 12.7504 -25.6669 -8.6741
H 18.2523 -25.5435 -10.1246
H 8.0944 -25.4580 -12.0062
H 10.1803 -31.6962 -14.0791
H 11.3452 -25.8820 -17.9077
H 11.1674 -27.5141 -14.2987
H 18.6337 -26.2365 -11.7548
H 11.7405 -27.1266 -12.0230
H 10.4167 -27.9592 -11.5567
H 12.0128 -29.7709 -13.1355
H 15.2171 -25.9402 -17.3768
H 13.8353 -25.0993 -9.7705
H 15.3440 -27.4168 -18.2451
H 13.9005 -26.1225 -13.9040
H 13.3236 -25.5336 -15.6615
H 10.3628 -25.4489 -12.8174
H 12.4473 -23.9588 -9.4363
H 19.4792 -24.3324 -16.3637
H 18.0517 -27.3142 -10.4248
H 8.2190 -27.0660 -11.4755
H 15.8290 -28.8818 -12.2234
H 11.7958 -27.9942 -19.7770
H 14.8329 -28.4371 -10.8465
H 8.4276 -31.1160 -13.2422
H 10.3083 -26.2622 -15.8129
H 12.1193 -24.9662 -14.4090
H 10.1801 -32.5760 -11.9322
H 10.4128 -24.5261 -10.7699
H 12.4683 -32.1094 -14.8755
H 7.5824 -30.0707 -12.1072
H 10.2865 -27.1876 -19.5903
H 11.4464 -31.4720 -11.2418
H 13.9616 -29.0494 -12.1436
H 18.7963 -27.3318 -16.1874
H 15.9822 -25.3744 -13.0228
H 16.4063 -28.4580 -15.2320
H 12.6385 -27.5032 -14.8384
H 15.2554 -28.1712 -16.2301
H 18.2425 -23.8599 -17.5211
H 17.9819 -25.9849 -15.6285
H 14.9575 -27.3222 -14.4250
H 12.7879 -26.8186 -17.5213
H 17.2264 -28.2716 -17.5843
H 12.0258 -33.3925 -13.7186
H 10.5881 -29.4780 -13.7079
H 14.0840 -26.6372 -11.6342
H 12.1060 -24.3967 -15.9589
H 8.2864 -26.8019 -13.2094
H 10.1592 -28.7634 -19.6406
```

As for the multiplicity: 5. The calculation puts the lowest unoccupied orbital energy (alpha / beta) at 0.43 / 0.12 eV. The gap between HOMO and LUMO (alpha / beta) comes out at 9.322 / 8.607 eV.

Computed, not measured: a structure of composition C9H11I2N2, with wB97M-V/def2-TZVPD.

Geometry as XYZ:
```
24
C9H11I2N2, DFT wB97M-V/def2-TZVPD
I 3.4367 -0.6431 -0.0515
I -3.0563 -1.9885 0.8724
N 1.1527 -2.4320 1.2914
N 0.4357 -1.6277 -1.6580
C 0.6745 0.0299 1.5340
C 1.2286 -1.1883 0.7203
C -0.5347 2.1731 0.9338
C 0.7846 -0.8043 -0.6471
C 0.3501 0.5762 -0.7456
C -1.0276 2.8436 -0.1651
C -0.7491 2.5597 -1.5147
C 0.2285 1.0458 0.6029
C 0.0240 1.4711 -1.8091
H -1.8444 3.5817 0.1434
H 0.4706 1.0675 -2.7173
H 0.9041 -3.1528 0.6599
H 0.7846 -2.4654 2.2045
H -0.1259 -0.4135 2.1402
H -0.8081 2.5085 1.9987
H -0.9302 3.3870 -2.3001
H 1.3898 0.4283 2.3188
H 0.7854 -2.5015 -1.8878
H 0.2078 -1.1509 -2.5052
H -3.7814 -3.3043 0.5812
```

Its net charge is +1. The calculation puts the lowest unoccupied orbital energy at -4.97 eV. The gap between HOMO and LUMO comes out at 7.728 eV.

Largest force on an atom for the records above, in order: 0.959, 0.206, 1.855, 9.555, 9.634, 0.756, 5.848, 5.042, 3.622 eV/A